[1]
Density functional theory data (ωB97M-V/def2-TZVPD) for 8 unconnected molecules or ions with the total composition H16O8.

Results
* SMILES string: O.O.O.O.O.O.O.O
* max |F|: 0.0071 Eh/bohr
* HOMO-LUMO gap: 11.56 eV
* calculated total energy: -16639.3207 eV
* HOMO: -0.4173 hartree
* relative energy (zero: lowest compared OMol25 entry of this formula, charge and spin): 62.0 kcal/mol

```
! wB97M-V def2-TZVPD RIJCOSX def2/J DEFGRID3
* xyz 0 1
O 3.849 3.601 -1.938
H 4.541 4.242 -2.102
H 3.637 3.709 -1.011
O 1.937 -4.902 -4.177
H 1.401 -4.292 -3.671
H 1.451 -5.727 -4.152
O -0.155 -0.057 4.245
H 0.203 0.086 3.369
H -0.339 -0.996 4.279
O -3.989 -0.886 1.549
H -3.476 -0.107 1.331
H -4.761 -0.546 2.000
O 0.183 -0.302 -0.309
H -0.207 -0.934 -0.913
H 0.846 0.151 -0.830
O -2.804 2.870 0.262
H -2.006 2.867 0.790
H -3.093 3.783 0.269
O 2.629 3.308 1.861
H 3.279 2.792 2.337
H 1.887 3.374 2.463
O -1.362 -3.818 -2.024
H -1.449 -4.247 -1.173
H -2.203 -3.966 -2.455
*
```

***

[2]
Density functional theory data (ωB97M-V/def2-TZVPD) for 8 unconnected molecules or ions with the total composition H16O8 at a distorted geometry.

Results
* SMILES string: O.O.O.O.O.O.O.O
* max |F|: 0.0315 Eh/bohr
* HOMO-LUMO gap: 9.98 eV
* calculated total energy: -16638.0172 eV
* HOMO: -0.3797 hartree
* relative energy (zero: lowest compared OMol25 entry of this formula, charge and spin): 92.1 kcal/mol

```
! wB97M-V def2-TZVPD RIJCOSX def2/J DEFGRID3
* xyz 0 1
O -0.066 -0.253 -0.297
H -0.112 0.616 0.118
H 0.459 -0.105 -1.092
O 1.015 2.943 -2.675
H 0.265 3.502 -2.907
H 0.786 2.592 -1.807
O 0.495 2.810 1.508
H 0.589 2.308 0.691
H 0.034 3.613 1.239
O -2.994 2.048 1.205
H -3.153 2.995 1.289
H -2.370 1.979 0.474
O -2.295 0.361 2.533
H -2.389 -0.273 3.253
H -1.599 0.956 2.834
O 2.597 -2.387 -3.941
H 3.541 -2.570 -3.873
H 2.228 -3.198 -4.310
O 1.665 -2.622 -1.657
H 1.186 -1.854 -1.324
H 2.549 -2.284 -1.840
O -0.637 -3.087 3.386
H -0.109 -3.377 4.138
H -0.150 -3.410 2.619
*
```

***

[3]
Density functional theory data (ωB97M-V/def2-TZVPD) for 8 unconnected molecules or ions with the total composition H16O8 at a distorted geometry.

Results
* SMILES string: O.O.O.O.O.O.O.O
* max |F|: 0.0943 Eh/bohr
* HOMO-LUMO gap: 10.61 eV
* calculated total energy: -16637.6701 eV
* HOMO: -0.4016 hartree
* relative energy (zero: lowest compared OMol25 entry of this formula, charge and spin): 100.1 kcal/mol

```
! wB97M-V def2-TZVPD RIJCOSX def2/J DEFGRID3
* xyz 0 1
O -1.441 -0.966 -1.081
H -0.527 -0.808 -0.980
H -1.667 -1.781 -0.770
O -1.154 -2.603 0.852
H -0.591 -3.411 0.613
H -0.612 -2.245 1.578
O 3.000 -0.656 1.537
H 3.501 -1.362 2.024
H 2.192 -1.057 1.249
O -1.647 0.864 -4.851
H -1.942 0.423 -5.735
H -1.507 0.141 -4.230
O 3.450 -1.846 -0.730
H 4.264 -1.817 -1.174
H 3.475 -2.780 -0.305
O -2.742 3.370 0.896
H -1.902 2.904 1.055
H -3.198 3.382 1.736
O -1.255 -0.279 1.965
H -0.870 -0.561 2.774
H -0.488 -0.238 1.292
O 1.516 2.545 1.251
H 0.636 2.295 1.176
H 1.419 3.483 0.994
*
```

***

- Which of these has the highest max |F|?
  number 3